Entry 1:
{"formula": "C24H38B3Cl2F9N6O10", "method": "ωB97M-V/def2-TZVPD", "symbols": ["C", "C", "C", "F", "N", "C", "N", "C", "C", "C", "F", "C", "O", "N", "C", "O", "F", "N", "N", "C", "O", "F", "C", "O", "F", "C", "C", "B", "O", "O", "C", "Cl", "C", "C", "Cl", "C", "C", "C", "C", "C", "N", "C", "C", "O", "C", "O", "B", "O", "O", "H", "H", "H", "H", "H", "H", "H", "H", "H", "H", "H", "H", "H", "H", "H", "H", "H", "H", "H", "H", "H", "H", "H", "H", "H", "H", "H", "H", "H", "H", "H", "H", "H", "H", "H", "H", "H", "H", "B", "F", "F", "F", "F"], "coordinates": [[0.971777, -3.974608, 1.595996], [1.959809, -2.852337, 0.942003], [1.789116, -1.378214, 1.503462], [1.335384, -1.494014, 2.892200], [1.051395, -0.355839, 0.785913], [1.789329, 0.575496, -0.033836], [2.482754, 1.533528, 0.619943], [2.483032, 1.740928, 2.112306], [1.097056, 2.428085, 2.648374], [1.434140, 3.046358, 4.125403], [0.038866, 1.472009, 2.861125], [3.352990, 2.548116, -0.073765], [4.560177, 2.304771, -0.392099], [2.939693, 3.972283, -0.253946], [3.359473, 4.786782, 0.922290], [2.582171, 5.590411, 1.508715], [4.689372, 4.721899, 1.480209], [1.749499, 0.482491, -1.491964], [2.863543, 0.035793, -2.116718], [3.594100, 0.962382, -2.972301], [3.150632, 1.865253, -3.699756], [5.031628, 0.786339, -2.998866], [3.734794, -0.911238, -1.419522], [4.600036, -0.681911, -0.551125], [3.672398, -2.289240, -1.860096], [0.418399, 0.051883, -2.074707], [0.564516, -0.565966, -3.587950], [0.914347, -2.132514, -3.734106], [0.080085, -3.257619, -3.352206], [2.183937, -2.503474, -4.372956], [-0.554513, 1.347332, -2.365680], [-0.083897, 2.284422, -3.920761], [-0.663548, 2.454140, -1.236075], [0.003494, 3.906460, -1.589120], [-2.482994, 2.887898, -1.066876], [-0.383626, -0.994373, -1.105480], [-1.827661, -1.451461, -1.634379], [-3.101819, -0.658792, -1.067514], [-4.071900, -0.315518, -2.327726], [-5.244221, 0.737994, -1.987428], [-6.559364, 0.023411, -1.831130], [-7.121114, 0.185287, -0.476737], [-6.255017, -0.060307, 0.863760], [-8.332903, 0.553536, -0.352138], [-0.371381, -0.517929, 0.467460], [-1.061955, -1.589592, 1.177126], [-1.896891, -1.081488, 2.244138], [-3.104676, -0.310411, 2.091018], [-1.521841, -1.396153, 3.624620], [1.444434, -4.988138, 1.274878], [0.988565, -3.977532, 2.739118], [-0.078527, -3.975652, 1.131426], [3.018121, -3.217112, 1.263854], [1.934011, -2.996218, -0.190685], [2.876260, -0.972412, 1.630398], [3.300489, 2.501454, 2.438842], [2.685607, 0.806791, 2.733801], [0.748437, 3.292641, 1.980274], [0.922044, 2.350784, 4.902546], [0.985645, 4.085165, 4.284371], [2.549723, 3.024765, 4.375982], [3.302232, 4.366618, -1.136286], [1.347028, -0.017202, -4.223678], [-0.489605, -0.445747, -4.064838], [0.623870, -4.052658, -3.139904], [2.452751, -3.405341, -4.062251], [-1.633157, 1.018819, -2.640366], [-0.332721, 2.212619, -0.177789], [-0.634033, 4.525105, -2.306149], [0.032317, 4.484614, -0.580801], [1.082649, 3.837549, -1.946875], [0.193854, -2.000780, -0.997060], [-1.907697, -1.431634, -2.793310], [-1.985489, -2.569305, -1.361797], [-2.883306, 0.239396, -0.397891], [-3.712822, -1.399622, -0.413389], [-4.581286, -1.310662, -2.642744], [-3.475224, 0.039396, -3.239324], [-5.325890, 1.451503, -2.899670], [-4.936196, 1.357796, -1.068982], [-7.228730, 0.508089, -2.458097], [-5.597123, 0.880885, 1.006554], [-5.541070, -0.945137, 0.743900], [-6.919707, -0.167024, 1.786213], [-1.011755, 0.416367, 0.650030], [-3.107053, 0.463893, 2.697395], [-1.577780, -2.365343, 3.784792], [3.326773, -4.828452, 4.961793], [3.886007, -5.983862, 5.601212], [3.786741, -4.766064, 3.596109], [1.890594, -4.916470, 4.978724], [3.742396, -3.644172, 5.660573]], "forces_ev_per_angstrom": [[0.64, -0.78, -0.84], [-0.04, -1.85, 0.81], [2.69, -0.88, 2.58], [0.52, 0.70, -2.80], [0.46, 1.55, -0.78], [-0.34, -0.70, 1.39], [0.18, 0.21, -1.34], [-1.09, 0.91, 2.03], [0.88, 0.56, 1.75], [-0.65, -0.94, 0.36], [1.48, 1.30, -1.00], [6.42, 0.45, -1.90], [-6.08, -0.12, 1.39], [0.47, -0.92, 2.75], [-2.51, 4.11, 3.24], [3.82, -4.33, -3.26], [-3.01, -0.76, -2.13], [-2.46, 0.56, 1.87], [4.01, -0.06, -0.77], [0.93, 3.59, -2.97], [1.24, -4.22, 3.79], [-3.79, -0.57, 0.58], [4.56, -2.28, 2.85], [-4.74, -0.50, -3.97], [-0.68, 3.75, 0.58], [-2.26, -0.40, -1.65], [-0.35, -0.42, 0.00], [1.48, -2.79, -0.57], [1.72, 1.76, 0.30], [-1.91, 0.20, 2.04], [-0.39, 0.38, 0.13], [-0.30, -0.93, 0.90], [-0.07, 2.14, -0.41], [-0.04, 0.17, 1.42], [1.19, -0.43, 0.14], [0.15, -0.74, 0.74], [-0.64, -0.42, -0.14], [-1.00, -0.80, -0.56], [-0.21, -0.25, 0.51], [1.37, -0.22, -0.98], [-0.23, 2.01, 2.22], [-3.32, 0.96, 0.57], [0.56, 0.46, -1.06], [4.34, -1.51, -0.58], [-2.79, -1.18, -2.75], [0.34, 2.44, 0.52], [-0.17, -0.40, 2.74], [2.73, -0.02, -0.37], [-1.29, -0.33, -2.82], [-0.74, 1.71, 0.63], [-0.08, 0.20, -1.69], [1.50, 0.31, 0.92], [-1.76, 0.94, -0.41], [-0.09, 0.78, 1.42], [-1.84, -0.57, -0.43], [-1.21, -1.35, -1.20], [-0.34, 0.99, -1.20], [0.30, -1.59, 0.61], [0.88, 1.10, -1.42], [0.82, -1.43, -0.48], [-1.56, 0.25, -0.48], [0.15, -0.50, 0.60], [-1.43, -0.50, 1.07], [1.93, 0.07, 0.75], [-0.73, 0.76, -0.53], [-0.30, 1.09, -0.78], [2.12, 0.10, 0.77], [-0.40, -0.23, -1.44], [0.96, -1.21, 0.91], [-0.09, -0.93, -1.67], [-1.64, -0.13, 0.29], [-0.55, 1.93, -0.54], [0.49, 0.01, 2.00], [0.60, 1.97, -0.44], [-0.23, -1.15, -1.21], [1.15, 1.38, -0.94], [0.86, 1.71, 0.44], [-0.65, -0.34, 1.31], [0.04, -1.09, 1.68], [-0.63, -0.92, -1.40], [0.26, -0.77, 0.71], [-1.00, -1.51, -0.17], [-1.08, 1.24, 0.24], [0.75, 0.09, -1.66], [1.48, -0.94, -0.28], [-0.17, -1.06, -0.18], [0.56, 0.87, -0.03], [0.22, -0.21, 0.45], [-0.48, 0.95, -0.60], [-0.41, 0.10, 0.66], [0.86, 0.16, -0.21], [-0.35, -0.77, -0.63]], "charge": 0, "homo_energy_ev": -9.721, "lumo_ev": -3.75, "orbital_gap_ev": 5.971}

---

Entry 2:
{"formula": "C44H45N2O3Si2TeTl", "method": "ωB97M-V/def2-TZVPD", "symbols": ["Tl", "C", "C", "C", "C", "C", "O", "C", "C", "C", "C", "C", "C", "C", "O", "C", "C", "C", "N", "C", "C", "Te", "C", "C", "C", "C", "C", "C", "C", "C", "C", "C", "C", "C", "H", "H", "H", "H", "H", "H", "H", "H", "H", "H", "H", "H", "H", "H", "H", "H", "H", "H", "H", "H", "H", "H", "H", "H", "C", "Si", "C", "C", "C", "C", "C", "C", "C", "Si", "C", "C", "H", "H", "H", "H", "H", "H", "H", "H", "H", "H", "H", "H", "H", "H", "H", "H", "O", "N", "C", "C", "C", "C", "C", "H", "H", "H", "H", "H"], "coordinates": [[-0.843841, 2.063233, -2.170896], [2.506324, -0.299524, 4.855334], [1.653670, -0.160071, 3.620571], [0.386487, -0.695486, 3.581614], [-0.415447, -0.638957, 2.397937], [-1.501924, -1.441505, 2.250451], [-2.278148, -1.387842, 1.097081], [-1.984046, -2.484070, 3.173582], [-3.363080, -2.680226, 3.303345], [-3.872257, -3.670490, 4.126625], [-3.013633, -4.504079, 4.832074], [-1.642747, -4.338063, 4.692777], [-1.132484, -3.342307, 3.873143], [-0.074582, 0.421729, 1.321600], [-0.355171, -0.083570, -0.036239], [1.377047, 0.893850, 1.394742], [2.148333, 0.543287, 2.522273], [1.890860, 1.883771, 0.516043], [1.289595, 2.367220, -0.554259], [1.836564, 3.568954, -1.169554], [2.881088, 3.365920, -2.261338], [2.309722, 1.967287, -3.782207], [3.178139, 0.320306, -2.777291], [2.471121, -0.344578, -1.781686], [3.086779, -1.354258, -1.052304], [4.400706, -1.710769, -1.322817], [5.102938, -1.056769, -2.326307], [4.493927, -0.040280, -3.052484], [3.237828, 2.449139, 0.899834], [4.413271, 1.901457, 0.396639], [5.647907, 2.428718, 0.754179], [5.722321, 3.515659, 1.613340], [4.552910, 4.067460, 2.121568], [3.322588, 3.532107, 1.771083], [2.146027, -1.106057, 5.496557], [2.504742, 0.620667, 5.447217], [3.544782, -0.512348, 4.592424], [0.004775, -1.227689, 4.442834], [-4.033973, -2.044519, 2.738906], [-4.944677, -3.795806, 4.216361], [-3.409415, -5.280794, 5.474392], [-0.961457, -4.996599, 5.217973], [-0.062372, -3.236030, 3.754169], [3.166798, 0.898772, 2.589486], [2.277359, 4.252077, -0.432937], [0.995454, 4.110873, -1.617637], [3.819740, 2.981071, -1.867808], [3.084610, 4.308490, -2.772747], [1.453601, -0.057152, -1.547687], [2.535246, -1.838684, -0.256550], [4.880792, -2.492622, -0.746896], [6.128647, -1.331413, -2.541776], [5.046510, 0.479800, -3.825436], [4.359805, 1.044254, -0.264496], [6.553860, 1.983966, 0.359849], [6.684839, 3.927760, 1.890717], [4.600987, 4.911560, 2.799120], [2.408255, 3.944443, 2.182847], [-1.020245, 1.603435, 1.557007], [-1.259677, -1.446240, -0.227599], [-0.171244, -2.956410, -0.136863], [-2.472767, -1.669975, -1.643285], [-3.605652, -2.409294, -1.267046], [-4.616773, -2.700028, -2.170621], [-4.509617, -2.255152, -3.479172], [-3.376247, -1.562067, -3.877442], [-2.331345, -1.272038, -2.993015], [-0.771676, -0.331792, -3.566293], [-1.216907, 0.357348, -5.289130], [0.470995, -1.721312, -3.964976], [-2.054160, 1.277652, 1.446305], [-0.806185, 2.402679, 0.847901], [-0.872902, 1.971638, 2.575134], [-0.789821, -3.856084, -0.078597], [0.499240, -2.933144, 0.723501], [0.434429, -3.025422, -1.043353], [-3.709373, -2.746010, -0.241302], [-5.488310, -3.258630, -1.849002], [-5.302770, -2.455243, -4.190833], [-3.298104, -1.235551, -4.908175], [-1.404091, -0.422251, -6.035413], [-0.391375, 0.973635, -5.657978], [-2.101159, 0.998627, -5.232275], [0.010091, -2.411062, -4.680183], [0.788427, -2.293450, -3.091609], [1.379896, -1.312919, -4.415875], [-3.958418, 2.219098, -3.020683], [-4.174795, 2.120453, -1.762188], [-4.537259, 0.933539, -1.219742], [-4.735727, 0.803469, 0.136786], [-4.588484, 1.897585, 0.974156], [-4.207900, 3.103175, 0.405892], [-3.993241, 3.193688, -0.951587], [-4.628364, 0.130377, -1.933944], [-4.973961, -0.179087, 0.519973], [-4.723364, 1.801752, 2.042385], [-4.041042, 3.982887, 1.012178], [-3.667824, 4.080851, -1.470376]], "forces_ev_per_angstrom": [[0.14, -0.09, 0.14], [0.00, 0.00, -0.01], [0.04, 0.04, 0.01], [-0.03, 0.01, 0.01], [0.11, 0.04, 0.03], [-0.12, -0.07, -0.02], [0.02, 0.02, 0.07], [0.02, 0.02, 0.01], [-0.04, -0.01, -0.03], [0.02, 0.00, 0.00], [0.00, 0.00, 0.00], [-0.01, 0.00, 0.00], [0.01, -0.03, 0.02], [-0.06, -0.05, -0.07], [0.07, 0.11, 0.02], [0.04, -0.02, 0.03], [-0.06, -0.03, 0.00], [0.04, -0.05, 0.02], [0.03, 0.14, -0.14], [-0.01, 0.01, 0.05], [0.03, -0.04, -0.04], [-0.01, 0.00, 0.01], [-0.03, 0.02, 0.06], [0.05, -0.01, 0.05], [-0.01, 0.04, -0.02], [0.01, -0.01, 0.00], [0.02, 0.00, -0.01], [-0.01, 0.00, 0.01], [-0.01, 0.01, 0.00], [-0.01, -0.01, 0.00], [0.00, 0.01, 0.00], [0.00, 0.00, 0.00], [0.00, 0.01, 0.00], [0.01, -0.01, 0.01], [0.00, 0.00, 0.00], [0.00, 0.00, 0.00], [0.00, 0.00, 0.00], [0.02, 0.05, -0.02], [0.01, 0.00, 0.00], [0.00, 0.00, 0.00], [0.00, 0.00, 0.00], [0.00, 0.00, 0.00], [-0.03, -0.04, -0.01], [0.01, 0.01, 0.00], [-0.02, 0.01, -0.01], [-0.01, 0.00, 0.00], [0.01, 0.01, 0.01], [0.00, 0.01, 0.01], [0.02, 0.00, -0.01], [0.01, -0.01, 0.01], [0.00, 0.00, 0.00], [0.00, 0.00, 0.00], [0.00, 0.00, 0.00], [-0.01, -0.01, -0.02], [0.00, 0.00, 0.00], [0.00, 0.00, 0.00], [0.00, 0.00, 0.00], [0.00, 0.00, 0.00], [0.01, -0.01, 0.03], [-0.04, -0.07, -0.03], [-0.02, -0.02, -0.04], [-0.05, 0.05, -0.21], [0.04, 0.05, 0.04], [-0.05, 0.00, 0.05], [0.00, 0.02, -0.05], [0.06, -0.01, 0.00], [0.01, -0.04, 0.18], [-0.11, 0.10, -0.04], [0.00, -0.03, 0.01], [0.02, -0.02, -0.02], [-0.01, -0.02, -0.01], [-0.01, 0.01, 0.00], [0.01, 0.01, -0.01], [0.01, 0.00, -0.01], [-0.01, 0.03, 0.02], [0.00, -0.03, 0.01], [0.00, 0.01, 0.01], [0.01, 0.00, 0.00], [0.00, 0.00, 0.00], [-0.02, 0.01, 0.00], [0.00, -0.01, 0.01], [0.00, -0.01, -0.02], [0.00, 0.00, 0.01], [0.03, -0.02, 0.00], [-0.04, 0.01, 0.00], [-0.03, 0.00, -0.03], [-0.06, 0.03, -0.03], [-0.02, 0.00, -0.06], [0.02, -0.03, 0.01], [-0.01, -0.06, -0.01], [0.02, 0.01, -0.01], [0.00, 0.00, 0.02], [-0.01, 0.02, 0.01], [0.02, -0.04, -0.03], [-0.02, 0.01, 0.01], [-0.01, 0.01, 0.00], [-0.01, 0.00, 0.00], [-0.01, 0.00, 0.01]], "charge": -1, "de_lowest_kcal_mol": 0.7, "homo_energy_ev": [-2.470, -3.404], "lumo_ev": [2.21, 2.20], "orbital_gap_ev": [4.685, 5.601], "multiplicity": 2}

---

Entry 3:
{"formula": "C7H14", "method": "ωB97M-V/def2-TZVPD", "symbols": ["C", "C", "C", "C", "C", "C", "C", "H", "H", "H", "H", "H", "H", "H", "H", "H", "H", "H", "H", "H", "H"], "coordinates": [[0.345229, -0.387087, 1.562075], [0.969453, -1.387184, 0.579451], [1.317502, -0.817859, -0.800605], [0.122948, -0.203363, -1.599673], [-0.372051, 1.182002, -1.056977], [-1.241199, 1.209211, 0.151963], [-1.079151, 0.082191, 1.226393], [0.987427, 0.498210, 1.642872], [0.335980, -0.859640, 2.554228], [0.289849, -2.245243, 0.458012], [1.885779, -1.796691, 1.032232], [2.115780, -0.069212, -0.691276], [1.760419, -1.636139, -1.394525], [0.465767, -0.061243, -2.626265], [-0.676066, -0.958475, -1.625200], [0.507432, 1.815564, -1.007460], [-1.014236, 2.256234, -1.363485], [-1.192853, 2.482925, 0.003745], [-2.305069, 1.290495, -0.046627], [-1.571614, 0.431520, 2.135682], [-1.669461, -0.815269, 0.925264]], "forces_ev_per_angstrom": [[0.03, 0.19, 0.03], [-0.10, 0.08, -0.02], [-0.20, 0.28, -0.04], [-0.40, 0.43, -0.40], [-0.46, 1.32, -0.69], [-0.19, 1.63, 0.19], [0.06, 0.67, 0.17], [0.07, -0.09, 0.04], [-0.05, 0.13, -0.17], [0.04, 0.17, 0.01], [-0.19, 0.12, -0.13], [-0.19, -0.01, -0.02], [-0.26, 0.31, 0.04], [-0.05, -0.08, -0.07], [-0.02, 0.30, -0.05], [0.60, -0.32, 0.89], [1.12, -2.92, -2.26], [0.13, -2.05, 3.17], [-0.22, -0.83, -0.62], [0.05, -0.02, 0.14], [0.23, 0.70, -0.21]], "charge": 0, "smiles": "C1CCCCCC1", "de_lowest_kcal_mol": 77.2, "homo_energy_ev": -9.410, "lumo_ev": 1.09, "orbital_gap_ev": 10.499}